{
  "formula": "C20H20F6I2N3O5S2SiZr",
  "method": "the ωB97M-V functional and the def2-TZVPD basis",
  "molar_mass_g_mol": 933.636,
  "multiplicity": 1,
  "gap_ha": 0.2804,
  "total_charge": 1,
  "e_homo_ha": -0.4111,
  "elements": ["Zr", "I", "C", "C", "C", "I", "C", "O", "C", "C", "N", "C", "C", "C", "C", "C", "C", "N", "C", "H", "H", "H", "H", "H", "H", "H", "H", "H", "H", "H", "F", "C", "F", "F", "S", "O", "O", "N", "S", "O", "O", "C", "F", "F", "F", "C", "Si", "C", "C", "C", "C", "H", "H", "H", "H", "H", "H", "H", "H", "H"],
  "coordinates": [[-0.560, -0.059, -0.079], [3.091, 4.248, 4.499], [2.177, 2.629, 3.516], [0.811, 2.435, 3.655], [0.233, 1.393, 2.956], [-1.882, 1.081, 2.766], [0.970, 0.514, 2.156], [0.378, -0.485, 1.522], [2.339, 0.787, 1.980], [3.030, -0.062, 0.947], [2.220, -0.071, -0.283], [2.436, 1.121, -1.103], [1.714, 2.315, -0.538], [2.326, 3.566, -0.492], [1.614, 4.659, -0.031], [0.302, 4.459, 0.374], [-0.233, 3.186, 0.309], [0.448, 2.118, -0.130], [2.933, 1.826, 2.671], [0.208, 3.088, 4.267], [3.096, -1.088, 1.325], [4.045, 0.313, 0.761], [2.461, -0.890, -0.844], [1.999, 0.913, -2.096], [3.505, 1.358, -1.216], [3.347, 3.677, -0.821], [2.061, 5.640, 0.010], [-0.307, 5.278, 0.721], [-1.266, 3.034, 0.605], [3.985, 2.020, 2.540], [-4.016, 2.468, -2.869], [-3.775, 1.254, -2.403], [-4.753, 0.437, -2.750], [-2.625, 0.833, -2.934], [-3.518, 1.317, -0.536], [-2.052, 1.176, -0.503], [-4.016, 2.532, -0.027], [-4.148, 0.022, 0.080], [-3.224, -1.226, -0.143], [-2.103, -1.277, 0.781], [-2.749, -1.329, -1.484], [-4.387, -2.622, 0.315], [-5.487, -2.527, -0.404], [-3.803, -3.787, 0.077], [-4.684, -2.530, 1.597], [-0.334, -3.647, 0.357], [0.443, -3.386, -1.375], [2.344, -3.585, -1.153], [-0.275, -4.591, -2.663], [0.152, -1.579, -1.780], [0.079, -0.402, -2.174], [0.091, -4.505, 0.869], [-1.402, -3.829, 0.271], [-0.179, -2.770, 0.998], [2.610, -4.637, -1.127], [2.687, -3.149, -0.216], [2.911, -3.139, -1.965], [-0.117, -5.624, -2.363], [0.188, -4.461, -3.637], [-1.345, -4.442, -2.788]]
}



{
  "formula": "C20H20GeMgN4S",
  "method": "the ωB97M-V functional and the def2-TZVPD basis",
  "molar_mass_g_mol": 445.390,
  "multiplicity": 1,
  "gap_ha": 0.2029,
  "total_charge": 2,
  "e_homo_ha": -0.5175,
  "elements": ["Mg", "C", "C", "N", "N", "C", "N", "S", "C", "C", "C", "C", "C", "N", "H", "H", "H", "H", "H", "H", "H", "H", "H", "Ge", "C", "C", "C", "C", "C", "C", "C", "C", "C", "C", "C", "C", "H", "H", "H", "H", "H", "H", "H", "H", "H", "H", "H"],
  "coordinates": [[-0.045, -0.206, 0.313], [0.795, 3.687, 1.869], [0.408, 2.269, 1.626], [0.708, 1.633, 0.553], [1.451, 2.204, -0.422], [1.473, 1.500, -1.539], [2.319, 1.906, -2.482], [0.459, 0.102, -1.972], [-0.365, 1.451, 2.609], [-0.803, 1.972, 3.812], [-1.500, 1.165, 4.701], [-1.737, -0.163, 4.382], [-1.284, -0.626, 3.166], [-0.629, 0.153, 2.287], [1.733, 3.888, 1.356], [0.906, 3.918, 2.925], [0.042, 4.358, 1.446], [2.920, 2.695, -2.299], [2.358, 1.457, -3.381], [-0.593, 3.001, 4.065], [-1.847, 1.569, 5.642], [-2.254, -0.827, 5.060], [-1.434, -1.660, 2.878], [-3.064, 0.026, -0.045], [-3.112, -1.469, -1.169], [-2.629, -1.451, -2.489], [-2.959, -2.494, -3.330], [-3.736, -3.552, -2.858], [-4.194, -3.580, -1.545], [-3.872, -2.548, -0.683], [-3.041, 1.854, -0.449], [-2.520, 2.373, -1.644], [-2.805, 3.682, -1.981], [-3.584, 4.467, -1.132], [-4.079, 3.959, 0.064], [-3.799, 2.651, 0.423], [-3.743, -0.248, 1.297], [-2.024, -0.633, -2.851], [-2.615, -2.486, -4.356], [-3.983, -4.368, -3.524], [-4.797, -4.406, -1.193], [-4.223, -2.570, 0.342], [-1.905, 1.766, -2.293], [-2.427, 4.093, -2.907], [-3.805, 5.491, -1.406], [-4.681, 4.578, 0.714], [-4.182, 2.253, 1.355]]
}



{
  "formula": "C20H20InN5O2S2",
  "method": "the ωB97M-V functional and the def2-TZVPD basis",
  "molar_mass_g_mol": 541.365,
  "multiplicity": 1,
  "gap_ha": 0.2451,
  "total_charge": 0,
  "e_homo_ha": -0.2724,
  "elements": ["In", "C", "S", "C", "S", "N", "N", "C", "C", "C", "C", "C", "C", "N", "H", "H", "H", "H", "H", "H", "H", "H", "C", "C", "O", "C", "C", "C", "N", "N", "C", "O", "C", "C", "C", "C", "C", "C", "H", "H", "H", "H", "H", "H", "H", "H", "H", "H", "H", "H"],
  "coordinates": [[0.077, 1.026, -0.527], [3.684, 3.119, -3.625], [2.369, 4.138, -2.923], [1.950, 3.205, -1.515], [0.445, 3.614, -0.726], [2.780, 2.280, -1.114], [2.213, 1.549, -0.119], [2.772, 1.263, 0.977], [1.914, 0.728, 2.060], [2.454, 0.244, 3.238], [1.598, -0.192, 4.238], [0.232, -0.119, 4.036], [-0.230, 0.409, 2.839], [0.590, 0.831, 1.881], [3.996, 3.613, -4.544], [4.521, 3.047, -2.936], [3.286, 2.131, -3.840], [3.813, 1.507, 1.172], [3.529, 0.201, 3.358], [1.996, -0.586, 5.165], [-0.469, -0.464, 4.782], [-1.291, 0.488, 2.636], [-0.691, 2.262, -4.601], [-0.925, 1.492, -3.333], [0.146, 1.190, -2.692], [-2.224, 1.143, -2.985], [-2.581, 0.266, -1.926], [-3.900, -0.450, -1.952], [-1.737, 0.005, -0.967], [-1.994, -1.033, -0.067], [-0.859, -1.502, 0.380], [0.322, -1.071, 0.044], [-0.914, -2.583, 1.407], [0.256, -3.258, 1.739], [0.239, -4.260, 2.701], [-0.947, -4.587, 3.343], [-2.118, -3.909, 3.019], [-2.103, -2.913, 2.054], [-0.179, 3.194, -4.354], [-1.618, 2.481, -5.127], [-0.030, 1.688, -5.253], [-3.011, 1.417, -3.672], [-4.515, -0.088, -2.774], [-4.421, -0.309, -1.004], [-3.737, -1.522, -2.064], [1.173, -2.986, 1.232], [1.151, -4.788, 2.948], [-0.963, -5.373, 4.088], [-3.044, -4.160, 3.520], [-3.006, -2.379, 1.786]]
}



{
  "formula": "C20H20N2O2S",
  "method": "the ωB97M-V functional and the def2-TZVPD basis",
  "e_above_lowest_kcal_mol": 13.3,
  "molar_mass_g_mol": 352.459,
  "multiplicity": 1,
  "gap_ha": 0.3150,
  "total_charge": 0,
  "smiles": "COc1ccc2c(-c3ccccc3)cc(SCC(=O)N(C)C)nc2c1",
  "e_homo_ha": -0.3065,
  "elements": ["C", "O", "C", "C", "C", "C", "C", "C", "C", "C", "C", "C", "C", "C", "C", "S", "C", "C", "O", "N", "C", "C", "N", "C", "C", "H", "H", "H", "H", "H", "H", "H", "H", "H", "H", "H", "H", "H", "H", "H", "H", "H", "H", "H", "H"],
  "coordinates": [[-5.705, -2.622, 0.387], [-5.395, -1.259, 0.559], [-4.142, -0.841, 0.254], [-3.903, 0.537, 0.471], [-2.690, 1.092, 0.197], [-1.637, 0.307, -0.321], [-0.351, 0.812, -0.634], [-0.005, 2.234, -0.476], [-0.709, 3.231, -1.144], [-0.343, 4.557, -0.999], [0.722, 4.901, -0.183], [1.427, 3.913, 0.484], [1.071, 2.585, 0.334], [0.608, -0.070, -1.081], [0.268, -1.420, -1.194], [1.541, -2.595, -1.655], [1.966, -3.068, 0.064], [2.384, -1.839, 0.846], [1.625, -1.326, 1.649], [3.607, -1.331, 0.579], [4.553, -1.916, -0.341], [4.071, -0.190, 1.335], [-0.903, -1.918, -0.939], [-1.868, -1.084, -0.506], [-3.131, -1.639, -0.222], [-6.746, -2.729, 0.688], [-5.595, -2.927, -0.658], [-5.076, -3.257, 1.018], [-4.714, 1.127, 0.868], [-2.519, 2.142, 0.384], [-1.531, 2.960, -1.792], [-0.891, 5.325, -1.525], [1.003, 5.937, -0.069], [2.257, 4.178, 1.123], [1.605, 1.809, 0.862], [1.603, 0.264, -1.335], [2.748, -3.822, -0.002], [1.068, -3.486, 0.517], [4.055, -2.255, -1.249], [5.284, -1.157, -0.614], [5.084, -2.759, 0.114], [4.272, 0.653, 0.669], [3.294, 0.085, 2.046], [4.984, -0.441, 1.879], [-3.247, -2.697, -0.387]]
}



What is the formula in the second record?
C20H20GeMgN4S